# 1
Here is a structure of composition C5H4MnO4 at a distorted geometry from the OMol25 dataset. Energies are from ωB97M-V/def2-TZVPD.

The geometry in XYZ format:
```
14
C5H4MnO4, DFT ωB97M-V/def2-TZVPD
O -0.04 0.27 -0.38
O 3.33 1.04 -1.39
Mn -0.97 -1.10 2.76
C -3.33 -1.51 0.51
C -2.61 -1.35 1.51
C 2.14 1.12 -1.08
H 0.62 0.64 -2.44
H -3.90 -1.82 -0.36
O 1.45 1.12 0.96
C 0.47 0.28 0.85
O 0.37 -0.74 1.58
H -2.23 -0.83 0.35
H 3.82 1.89 -1.42
C 0.88 0.99 -1.43
```

## Properties
Molar mass: 183.0 g/mol
E_LUMO (spin up / spin down): -8.85 / -9.38 eV
Charge: +2
Multiplicity: 6
Highest occupied orbital energy (spin up / spin down): -18.47 / -18.56 eV
⟨S²⟩: 8.755

Löwdin analysis output, partial charges in e: 0.052, 0.321, 1.283, 0.154, -0.033, 0.008, 0.174, 0.135, 0.095, -0.627, -0.076, 0.135, 0.220, 0.161



# 2
Here is a structure of composition C5H4N at a distorted geometry from the OMol25 dataset. Energies are from ωB97M-V/def2-TZVPD.

The geometry in XYZ format:
```
10
C5H4N, DFT ωB97M-V/def2-TZVPD
H 1.74 -0.57 -1.27
C -2.62 -0.24 1.62
H -0.77 1.34 -0.35
H 2.08 0.90 -0.54
H -0.56 -0.24 -1.37
C -0.24 0.41 -0.50
C -0.35 -0.45 0.79
N 0.90 -0.60 0.65
C -1.47 -0.66 1.51
C 1.29 0.11 -0.54
```

## Properties
Molar mass: 78.1 g/mol
E_LUMO (spin up / spin down): -9.71 / -9.73 eV
Charge: +1
Highest occupied orbital energy (spin up / spin down): -15.73 / -15.79 eV

natural (NBO) analysis output, partial charges in e: 0.272, 0.364, 0.312, 0.292, 0.306, -0.250, 0.270, -0.002, -0.302, -0.261



# 3
Here is a structure of composition C5H4N at a distorted geometry from the OMol25 dataset. Energies are from ωB97M-V/def2-TZVPD.

The geometry in XYZ format:
```
10
C5H4N, DFT ωB97M-V/def2-TZVPD
H -2.26 0.60 0.61
C 0.51 -1.12 -0.55
H 0.63 -1.87 -1.32
H 0.20 2.24 -0.77
N -0.42 0.00 -0.82
C 0.94 -0.88 0.67
C -0.12 1.32 -0.33
C 0.14 0.37 0.74
C -1.22 0.63 0.37
H 1.60 -1.30 1.41
```

## Properties
Molar mass: 78.1 g/mol
E_LUMO: -5.22 eV
Charge: +1
Highest occupied orbital energy: -15.99 eV

natural (NBO) analysis output, partial charges in e: 0.306, 0.008, 0.273, 0.298, -0.170, -0.207, -0.025, 0.235, -0.004, 0.287



# 4
Here is the ion C5H4N with charge +1 at a distorted geometry from the OMol25 dataset. Energies are from ωB97M-V/def2-TZVPD.

The geometry in XYZ format:
```
10
C5H4N, DFT ωB97M-V/def2-TZVPD
C 1.14 0.36 -0.07
C -2.50 -1.10 -0.01
N -1.23 1.07 0.08
C 2.15 -0.45 0.09
H 2.90 -0.23 0.78
H -3.31 -1.88 0.17
H 0.48 2.19 -0.11
C -1.97 0.01 -0.06
C 0.08 1.22 -0.02
H 2.26 -1.18 -0.84
```

## Properties
Molar mass: 78.1 g/mol
E_LUMO (spin up / spin down): -7.97 / -7.95 eV
Charge: +1
Highest occupied orbital energy (spin up / spin down): -15.06 / -14.91 eV

natural (NBO) analysis output, partial charges in e: 0.367, 0.002, -0.176, -0.419, 0.303, 0.301, 0.268, 0.126, -0.105, 0.332



# 5
Here is the molecule C5H4N2 from the OMol25 dataset. Energies are from ωB97M-V/def2-TZVPD.

The geometry in XYZ format:
```
11
C5H4N2, DFT ωB97M-V/def2-TZVPD
H -2.51 -2.92 -0.32
C -1.08 -1.20 0.00
N 1.15 1.53 0.46
C -1.82 -2.12 -0.22
C 0.18 0.77 1.00
C -0.13 -0.15 0.03
C 0.70 0.14 -1.06
N 1.49 1.18 -0.80
H 0.65 -0.43 -1.97
H -0.22 0.91 1.99
H 1.61 2.31 0.90
```

## Properties
Molar mass: 92.1 g/mol
E_LUMO: 0.91 eV
Charge: 0
Highest occupied orbital energy: -8.91 eV

natural (NBO) analysis output, partial charges in e: 0.234, -0.017, -0.324, -0.219, -0.015, -0.251, -0.016, -0.250, 0.218, 0.229, 0.411



# 6
Here is the molecule C5H4N2 from the OMol25 dataset. Energies are from ωB97M-V/def2-TZVPD.

The geometry in XYZ format:
```
11
C5H4N2, DFT ωB97M-V/def2-TZVPD
N -0.90 2.15 -0.66
H -1.37 2.55 0.17
C -0.12 1.26 -0.40
C -0.87 -0.82 0.07
N -2.03 -0.31 0.06
H -2.77 -0.99 0.19
H -0.66 -1.89 0.21
H 3.87 -0.95 0.28
C 1.69 -0.37 0.04
C 0.33 0.04 -0.12
C 2.84 -0.68 0.17
```

## Properties
Molar mass: 92.1 g/mol
E_LUMO: 0.69 eV
Charge: 0
Highest occupied orbital energy: -8.62 eV

natural (NBO) analysis output, partial charges in e: -0.560, 0.403, 0.543, 0.147, -0.659, 0.351, 0.177, 0.238, -0.022, -0.407, -0.212



# 7
Here is a structure of composition C5H4N2 at a distorted geometry from the OMol25 dataset. Energies are from ωB97M-V/def2-TZVPD.

The geometry in XYZ format:
```
11
C5H4N2, DFT ωB97M-V/def2-TZVPD
H 0.35 -1.08 2.89
H -3.30 1.33 -1.88
C 1.83 -0.41 -1.41
N -0.25 0.14 1.41
C -1.56 0.75 -0.38
C -2.42 0.87 -1.48
H 2.41 -1.06 -2.17
C -0.19 0.60 0.13
C 0.90 0.33 -0.84
N 1.00 -0.22 2.15
H 1.21 -1.26 1.59
```

## Properties
Molar mass: 92.1 g/mol
E_LUMO: -0.72 eV
Charge: 0
Highest occupied orbital energy: -9.19 eV

natural (NBO) analysis output, partial charges in e: 0.346, 0.233, -0.188, -0.183, -0.007, -0.181, 0.276, 0.026, -0.067, -0.599, 0.342



# 8
Here is the molecule C5H4N2 at a distorted geometry from the OMol25 dataset. Energies are from ωB97M-V/def2-TZVPD.

The geometry in XYZ format:
```
11
C5H4N2, DFT ωB97M-V/def2-TZVPD
C 0.08 -0.31 0.10
H -1.00 -3.27 2.05
N -0.08 1.58 -1.04
H -0.31 2.49 -1.37
H -1.79 0.93 0.01
C 1.35 0.10 -0.49
H 2.36 0.40 -0.17
N 1.18 1.21 -1.19
C -0.33 -1.45 0.86
C -0.68 -2.42 1.49
C -0.77 0.73 -0.26
```

## Properties
Molar mass: 92.1 g/mol
E_LUMO: 0.91 eV
Charge: 0
Highest occupied orbital energy: -8.95 eV

natural (NBO) analysis output, partial charges in e: -0.229, 0.237, -0.329, 0.411, 0.227, -0.087, 0.259, -0.243, -0.022, -0.214, -0.010



- The highest molar mass belongs to which entry?
  C5H4MnO4